A structure of composition C48H80GeN5O2P3ReS in a non-equilibrium geometry. Source: the Open Molecules 2025 dataset; level of theory: ωB97M-V/def2-TZVPD.

XYZ file:
```
141
Properties=species:S:1:pos:R:3:forces:R:3
Re -1.53542 0.42179 0.17760 -1.7 -1.5 0.3
C 3.25391 -3.29260 -3.07167 -0.1 0.1 0.1
C 2.38864 -2.04149 -3.00437 -0.3 0.1 0.0
C 1.99013 -1.60447 -4.41465 0.1 0.1 0.1
P 0.83055 -2.06415 -1.94414 0.9 -0.7 0.4
C 1.50201 -2.03961 -0.18885 -0.5 -0.3 -0.6
N 2.23562 -0.84354 0.08227 -1.6 1.3 0.7
Ge 1.03184 0.76506 0.03746 2.1 1.1 -0.4
N 1.20582 1.72090 -1.67779 -0.7 -0.9 1.0
C 0.17441 1.40375 -2.61642 -0.1 -0.4 0.0
P -1.57488 1.53051 -1.92610 0.5 0.6 -0.8
C -2.60221 0.69427 -3.26494 0.0 0.0 0.3
C -3.94457 0.25202 -2.68467 0.1 0.2 0.0
C -1.88756 -0.51839 -3.85084 0.0 0.1 0.1
C -2.05327 3.34306 -2.08777 0.0 -0.2 0.3
C -1.37061 4.04941 -3.25531 0.1 -0.1 0.3
C -3.55987 3.53048 -2.24088 0.0 -0.1 0.2
C 2.18180 2.65188 -1.88825 0.5 0.4 0.2
C 2.22095 3.61223 -2.90754 -0.2 -0.2 0.0
C 3.23091 4.55180 -2.96362 0.3 0.1 0.1
C 4.23299 4.58546 -2.00881 0.1 0.1 -0.1
C 4.23919 3.62401 -1.01150 -0.1 -0.1 -0.1
C 3.25783 2.65267 -0.97513 -0.2 0.4 -0.4
N 3.32110 1.53950 -0.08279 0.2 0.0 0.0
C 4.11783 0.45739 -0.53105 0.3 -0.9 -0.4
C 5.36885 0.58106 -1.10529 -0.2 0.0 0.2
C 6.15246 -0.54473 -1.29496 0.2 -0.2 0.0
C 5.68415 -1.77719 -0.86281 0.2 0.2 -0.1
C 4.40594 -1.91627 -0.36395 -0.4 0.2 0.2
C 3.55601 -0.80465 -0.26139 0.8 0.5 -0.3
C 3.61994 1.86841 1.26791 -0.1 0.3 0.8
C 4.84140 1.68598 1.88732 -0.1 0.0 -0.1
C 5.00626 2.08974 3.20376 0.0 0.2 0.2
C 3.95725 2.69422 3.87937 0.3 -0.1 0.0
C 2.72152 2.84438 3.27794 -0.3 0.0 -0.3
C 2.51832 2.38366 1.97293 0.8 -0.2 0.3
N 1.34106 2.29183 1.29125 -0.9 -1.1 -0.7
C 0.21905 3.09602 1.62866 0.0 0.0 -0.3
P -1.36256 2.15324 1.78435 0.7 0.9 0.5
C -1.21790 1.39051 3.48918 -0.1 -0.1 -0.3
C -2.50846 0.67797 3.88298 0.1 0.0 0.0
C 0.01434 0.48886 3.65815 0.3 0.3 0.0
C -2.50266 3.63207 1.97696 -0.1 -0.4 -0.2
C -3.85419 3.36263 1.32979 0.2 0.0 -0.1
C -2.66001 4.14225 3.40436 0.2 0.0 -0.1
C 0.14629 -3.81890 -1.95598 -0.1 0.4 -0.1
C 0.91425 -4.95058 -1.27198 -0.1 0.2 0.0
C -0.25153 -4.19900 -3.38137 -0.1 0.1 0.2
H 4.17397 -3.06751 -3.61087 0.1 0.0 0.0
H 2.74286 -4.08775 -3.60674 0.0 -0.2 -0.1
H 3.53415 -3.64750 -2.08582 0.0 -0.1 0.0
H 2.98112 -1.22352 -2.57438 -0.1 -0.1 0.0
H 1.30920 -2.31823 -4.87163 -0.1 -0.1 -0.1
H 2.87448 -1.52625 -5.04538 0.1 0.0 -0.1
H 1.50643 -0.62989 -4.39363 -0.1 0.1 -0.1
H 2.08478 -2.93524 0.02978 -0.2 0.1 0.1
H 0.59800 -2.02427 0.42477 0.1 -0.3 0.1
H 0.25395 0.32977 -2.82911 -0.2 0.2 -0.3
H 0.26523 1.96076 -3.54950 -0.2 0.0 0.0
H -2.76459 1.43115 -4.06112 0.1 0.1 0.2
H -3.77423 -0.39215 -1.82451 -0.1 0.0 0.0
H -4.50547 -0.31941 -3.42277 0.0 0.0 -0.1
H -4.56098 1.08915 -2.37232 -0.1 0.0 0.1
H -1.49123 -1.13872 -3.04734 0.1 -0.1 -0.1
H -1.08167 -0.22588 -4.51705 0.2 -0.1 0.0
H -2.58859 -1.12166 -4.42612 -0.1 0.0 -0.1
H -1.72295 3.79559 -1.14443 0.0 0.0 -0.1
H -1.82548 5.02841 -3.39830 0.0 0.1 0.0
H -1.49947 3.49388 -4.18181 0.0 -0.1 -0.2
H -0.31599 4.19694 -3.05833 0.1 0.0 -0.1
H -3.87748 3.21498 -3.23092 -0.1 0.0 -0.1
H -3.80918 4.58386 -2.13409 0.0 0.1 0.0
H -4.12302 2.97435 -1.50063 -0.2 0.0 0.0
H 1.47626 3.63215 -3.68586 -0.1 -0.1 -0.1
H 3.23557 5.26687 -3.77200 0.0 0.1 -0.1
H 5.02851 5.31299 -2.06606 0.0 0.1 0.0
H 5.02123 3.61081 -0.26676 0.1 0.0 0.1
H 5.74320 1.55822 -1.37101 0.0 0.1 0.0
H 7.14174 -0.45251 -1.71463 0.1 0.0 -0.1
H 6.32364 -2.64435 -0.91718 0.1 -0.1 -0.1
H 4.07939 -2.88805 -0.02846 -0.1 -0.1 0.0
H 5.66572 1.23189 1.35553 0.0 0.0 0.0
H 5.95865 1.95549 3.69040 0.1 0.0 0.1
H 4.09810 3.03252 4.89522 0.0 0.0 0.1
H 1.91583 3.28836 3.84460 -0.1 0.0 0.0
H 0.04576 3.80913 0.80716 -0.2 0.2 0.2
H 0.38215 3.66478 2.55100 -0.1 0.0 -0.1
H -1.06654 2.23313 4.17409 0.0 0.0 -0.2
H -2.72564 -0.15718 3.21947 -0.1 0.0 0.0
H -3.34996 1.36288 3.82971 -0.2 0.0 0.0
H -2.43774 0.29994 4.90167 0.0 0.0 0.1
H -0.93294 -0.91931 2.51656 0.0 -0.2 0.3
H 0.09634 0.28698 4.73341 -0.1 0.1 -0.1
H 0.91839 1.03470 3.37330 -0.1 0.0 0.2
H -1.99591 4.40561 1.38665 0.1 -0.1 0.0
H -4.51657 2.83659 2.00985 -0.1 -0.1 0.1
H -3.70173 2.75170 0.44070 -0.2 0.0 0.0
H -4.33906 4.29148 1.04159 -0.1 0.1 0.0
H -3.27262 3.46786 3.99637 0.0 -0.1 0.1
H -3.15849 5.10939 3.39125 0.0 0.1 0.0
H -1.70151 4.26981 3.90106 0.1 0.1 0.1
H -0.77244 -3.66397 -1.37992 0.1 0.0 -0.1
H 1.89876 -5.10634 -1.70001 0.1 0.0 0.0
H 0.35255 -5.87624 -1.39891 0.0 -0.1 0.0
H 1.01742 -4.77619 -0.20297 0.1 0.0 0.1
H 0.62457 -4.45645 -3.97124 0.0 0.0 -0.1
H -0.76821 -3.37315 -3.87058 0.0 0.0 -0.1
H -0.91559 -5.06308 -3.37868 0.0 -0.1 0.0
C 0.45895 -3.18004 2.78140 0.0 0.3 0.2
C 0.36566 -1.95550 3.70024 0.1 -0.6 0.2
C 1.75426 -1.74448 4.31391 -0.3 0.1 -0.1
C -0.67667 -2.26848 4.79399 0.2 0.2 -0.1
N -0.00342 -0.76673 2.90772 -0.5 0.1 -0.4
H 0.46872 -4.08929 3.37773 0.0 -0.1 0.1
H 1.37516 -3.14753 2.20362 0.1 0.0 -0.2
H -0.38712 -3.23480 2.10149 -0.1 0.0 -0.1
H 2.14095 -2.69384 4.67510 0.0 -0.1 0.1
H 1.73098 -1.05336 5.15088 0.0 0.1 0.1
H 2.43243 -1.35176 3.55950 0.1 0.0 -0.1
H -0.34878 -3.10691 5.40434 0.0 -0.1 0.0
H -1.64074 -2.52855 4.35343 -0.1 0.0 -0.1
H -0.83222 -1.42493 5.46370 0.0 0.1 0.1
C -4.73403 0.12959 1.06977 -0.6 0.3 0.2
O -3.40873 -0.23267 0.93253 2.5 1.2 -0.3
H -4.89887 0.65696 2.01762 -0.1 -0.1 -0.1
H -5.35817 -0.77580 1.06446 0.0 0.0 0.0
H -5.07432 0.77092 0.24785 0.0 0.0 0.1
O -1.82753 -1.71540 -0.38605 1.2 1.2 -0.1
S -3.26717 -2.13083 -0.16633 -1.5 -3.0 -0.1
C -3.38788 -3.81760 -0.93406 0.0 0.6 0.1
C -4.59476 -4.35568 -0.19481 -0.1 -0.1 0.0
C -4.31688 -4.15595 1.30281 -0.2 -0.2 0.0
C -3.33751 -2.99822 1.45046 -0.2 0.4 -0.1
H -2.49592 -4.39779 -0.72387 0.2 0.0 0.0
H -3.54230 -3.72505 -2.00476 0.1 0.1 -0.1
H -4.78190 -5.40179 -0.43399 0.0 0.1 -0.1
H -5.47982 -3.78569 -0.48834 0.0 -0.1 0.0
H -3.88535 -5.06197 1.72959 0.0 0.1 0.0
H -5.24524 -3.94900 1.83514 0.1 -0.1 0.0
H -2.32054 -3.34336 1.63048 0.1 0.1 -0.1
H -3.63078 -2.29526 2.22396 0.1 0.1 0.0
```
Forces are in eV/Å.

E_HOMO (spin up / spin down), eV: -8.932 / -8.921
Frontier orbital gap (spin up / spin down), Ha: 0.218 / 0.192
Charge: +1
Multiplicity: 3
Energy, hartree: -5878.51626
LUMO level (spin up / spin down), hartree: -0.1103 / -0.1355
⟨S²⟩: 2.019

Atomic partial charges in e from the Löwdin method, atoms 1 to 99: 0.950 -0.106 -0.515 -0.121 1.103 -0.430 -0.151 0.969 -0.164 -0.377 0.954 -0.492 -0.113 -0.127 -0.504 -0.097 -0.121 -0.220 -0.038 -0.086 -0.084 -0.018 -0.169 -0.067 -0.195 -0.017 -0.081 -0.084 -0.046 -0.258 -0.174 0.001 -0.082 -0.086 -0.037 -0.253 -0.184 -0.356 0.914 -0.428 -0.091 -0.227 -0.502 -0.118 -0.096 -0.539 -0.094 -0.117 0.087 0.065 0.049 0.092 0.064 0.083 0.050 0.065 0.024 -0.005 0.092 0.111 0.011 0.091 0.058 0.016 0.076 0.087 0.090 0.091 0.084 0.048 0.081 0.091 0.041 0.082 0.105 0.102 0.121 0.115 0.101 0.108 0.103 0.117 0.102 0.104 0.098 0.091 0.095 0.108 0.044 0.061 0.089 0.064 0.116 0.089 0.103 0.069 0.018 0.093 0.071

A cluster of 2 separate species, CH7N2O in total in a non-equilibrium geometry. Source: the Open Molecules 2025 dataset; level of theory: ωB97M-V/def2-TZVPD.

XYZ file:
```
11
Properties=species:S:1:pos:R:3:forces:R:3
N 0.18199 2.31690 1.08134 2.1 -1.3 0.6
H 0.07893 2.28681 2.13781 0.3 -0.2 -1.8
H 1.18517 1.91683 0.84362 -2.6 1.1 0.9
H -0.41120 1.56422 0.69535 0.1 0.3 0.2
N -0.91645 -0.52505 -0.58813 1.9 0.2 -0.9
C 0.38873 -1.32114 -0.78563 0.2 -1.5 0.8
O 0.29091 -2.71200 -0.82368 -0.1 2.8 -0.4
H -1.14517 -0.86886 0.30583 -1.4 -0.7 0.9
H -1.48657 -0.90342 -1.33257 -0.6 -0.2 0.4
H 1.01114 -1.00634 0.09075 -0.1 0.1 0.0
H 0.82252 -0.74795 -1.62469 0.3 -0.6 -0.6
```
Forces are in eV/Å.

E_HOMO, eV: -2.466
Frontier orbital gap, Ha: 0.248
Charge: -1
Energy, hartree: -227.02145
LUMO level, hartree: 0.1573
Energy relative to the best compared isomer or geometry (same formula, charge and spin), kcal/mol: 17.7

Need the natural (NBO) charges? In units of e they are: -1.105 0.339 0.357 0.397 -0.937 0.109 -0.963 0.338 0.343 0.056 0.067